[1]
Formula: C8H16Cl6N2O2
Source: the OMol25 dataset
Level of theory: the ωB97M-V functional and the def2-TZVPD basis

Calculated values
SMILES	ClC(Cl)Cl.ClC(Cl)Cl.CN(C)C=O.CN(C)C=O
E_HOMO	-9.180	eV

Last column: Löwdin charge in e.
Atoms and positions in Å:
Cl -0.9930 -4.8928 0.9913  0.53
C -0.9706 -5.5042 -0.6330  -1.56
Cl 0.4623 -4.8204 -1.4160  0.50
Cl -2.4458 -4.9639 -1.4590  0.51
H -0.8791 -6.5897 -0.5977  0.02
Cl -0.6646 0.6588 -0.6812  0.45
C 0.9032 0.6759 0.2638  -1.54
Cl 0.5717 1.5878 1.7625  0.50
Cl 2.1955 1.2932 -0.6584  0.58
H 1.1490 -0.3446 0.5576  0.02
C -4.3978 3.1055 -7.8574  -0.04
N -4.4927 2.7539 -6.4509  -0.21
C -4.4018 1.3913 -6.0688  -0.08
C -4.2566 3.6605 -5.4551  -0.32
O -3.8499 4.8156 -5.5899  0.00
H -4.4249 4.1268 -8.2373  0.09
H -5.3483 2.7379 -8.2442  0.08
H -3.6231 2.5265 -8.3604  0.09
H -3.6112 0.9310 -6.6614  0.09
H -4.1726 1.2850 -5.0085  0.09
H -5.2744 0.8707 -6.4634  0.09
H -4.3515 3.3100 -4.4158  0.13
C 3.9214 -0.8357 8.0044  -0.05
N 4.3336 -0.8776 6.5859  -0.19
C 5.2407 0.1977 6.2152  -0.06
C 3.9400 -1.8252 5.7109  -0.33
O 4.0727 -1.6714 4.4996  -0.01
H 4.7205 -0.6661 8.7261  0.09
H 3.4754 -1.8230 8.1247  0.08
H 3.1708 -0.0693 8.1975  0.09
H 4.8722 1.1666 6.5523  0.08
H 6.1899 0.1817 6.7507  0.08
H 5.5361 0.2895 5.1700  0.09
H 3.4026 -2.6820 6.1460  0.13



[2]
Formula: C26H35HgN4O6P2S5
Source: the OMol25 dataset
Level of theory: the ωB97M-V functional and the def2-TZVPD basis

Calculated values
spin multiplicity	2
⟨S²⟩	0.792
charge	-2
E_HOMO (alpha / beta)	-1.161 / -1.130	eV

Last column: Mulliken spin population.
Atoms and positions in Å:
Hg -0.1371 0.3269 -1.9300  0.00
S 1.8433 -0.5641 -3.2321  0.00
C 3.3157 -0.0927 -2.4418  0.00
C 4.4982 -0.1601 -3.2062  0.00
C 5.7273 0.2040 -2.6963  0.00
C 5.8367 0.6779 -1.3926  0.00
C 4.6921 0.7501 -0.6191  0.00
C 3.4506 0.3439 -1.1106  0.01
S 2.0772 0.4971 0.0013  0.00
C 2.1217 -1.0935 0.8983  -0.01
C 1.4264 -2.3615 0.4743  -0.06
C 2.1100 -3.5444 0.7513  0.23
C 1.4348 -4.7586 0.5301  -0.05
C 0.1313 -4.7349 0.1335  0.15
C -0.5464 -3.4773 -0.0581  0.00
C -1.9006 -3.4258 -0.3410  0.48
S -1.5538 -1.4769 -3.7927  0.02
C -2.9828 -0.5159 -4.0278  -0.01
C -3.7671 -0.7448 -5.1690  0.00
C -4.9274 -0.0312 -5.4125  0.00
C -5.3336 0.9442 -4.5094  0.00
C -4.5670 1.1876 -3.3810  0.00
C -3.3952 0.4731 -3.1141  0.01
S -2.5640 0.8054 -1.5912  0.00
N 0.1748 -2.2987 0.0565  0.20
H 4.4087 -0.5024 -4.2307  0.00
H 6.6091 0.1404 -3.3249  0.00
H 6.7935 0.9905 -0.9930  0.00
H 4.7410 1.1219 0.3977  0.00
H 1.6513 -0.8132 1.8446  -0.01
H 3.1820 -1.2860 1.0596  -0.01
H 3.1360 -3.5263 1.1020  0.01
H 1.9453 -5.7030 0.6993  0.00
H -0.4287 -5.6513 -0.0198  0.00
H -2.4459 -2.5059 -0.1655  0.04
H -2.4706 -4.3493 -0.3930  0.02
H -3.4420 -1.5154 -5.8596  0.00
H -5.5159 -0.2442 -6.2970  0.00
H -6.2447 1.5065 -4.6781  0.00
H -4.8844 1.9318 -2.6578  0.00
N -2.1695 3.9939 -1.8153  0.00
C -1.0526 4.4380 -0.9091  0.00
C -1.2113 5.9154 -0.5910  0.00
P 0.5182 4.0425 -1.8541  0.00
O 1.5345 3.6503 -0.6488  0.00
O 0.9777 5.2896 -2.5170  0.00
O 0.1936 2.8189 -2.6809  0.00
P -1.2026 3.3784 0.6233  0.00
O -0.2345 4.1797 1.6691  0.00
O -2.6077 3.4927 1.0862  0.00
O -0.5530 2.0723 0.2770  0.00
H -1.9541 4.2128 -2.7866  0.00
H -3.0569 4.3897 -1.5121  0.00
H -2.2945 2.9346 -1.7736  0.00
H -1.2672 6.5068 -1.5088  0.00
H -0.3412 6.2546 -0.0342  0.00
H -2.0995 6.0789 0.0274  0.00
H 1.1686 2.8106 -0.2805  0.00
H 0.6709 4.1324 1.3215  0.00
C 0.5270 -4.3326 3.8647  0.00
C -0.9006 -3.8344 4.1052  0.00
N -1.2852 -2.7602 3.2195  0.00
C -1.0524 -1.4278 3.3854  -0.01
S -1.5208 -0.3709 2.2030  0.01
N -0.4542 -1.0741 4.5679  0.00
C 0.0759 0.2605 4.8150  0.00
C 1.5952 0.3018 4.7051  0.00
H 0.7522 -5.1899 4.5067  0.00
H 1.2563 -3.5449 4.0677  0.00
H 0.6417 -4.6274 2.8205  0.00
H -1.0288 -3.5063 5.1401  0.00
H -1.5987 -4.6578 3.9460  0.00
H -1.5566 -2.9928 2.2709  -0.01
H 0.0123 -1.8091 5.0746  0.00
H -0.2395 0.5832 5.8112  0.00
H -0.3745 0.9216 4.0779  0.00
H 2.0638 -0.3769 5.4251  0.00
H 1.9621 1.3124 4.8958  0.00
H 1.9058 0.0101 3.7013  0.00



[3]
Formula: C21H39Cl3N7O3ScSi
Source: the OMol25 dataset
Level of theory: the ωB97M-V functional and the def2-TZVPD basis

Calculated values
E_HOMO	-8.169	eV

Last column: Löwdin charge in e.
Atoms and positions in Å:
C -2.2417 -2.4246 -5.3419  -0.04
C -1.4669 -2.8069 -4.1076  -0.21
H -2.4637 -3.3276 -5.9269  0.07
H -1.6572 -1.7534 -5.9884  0.07
H -3.1795 -1.9135 -5.0678  0.09
C -0.7926 -3.9710 -4.0260  -0.10
C -0.6520 -4.9557 -5.1350  -0.10
H -0.2970 -4.2631 -3.1032  0.09
H -0.0421 -4.5502 -5.9576  0.09
H -1.5943 -5.3115 -5.5514  0.07
H -0.0870 -5.8175 -4.7575  0.07
Sc 0.4774 1.6433 0.9455  0.18
Cl -1.3928 3.1291 0.4021  0.00
Cl 1.8368 3.1820 -0.3752  -0.08
H 1.8219 6.3404 3.4258  0.09
H -1.1777 6.6325 3.1200  0.09
C 1.6294 5.6087 2.6373  -0.04
C -0.8044 6.0483 2.2744  -0.05
N 0.2529 5.1495 2.7038  -0.17
H 2.3056 4.7593 2.7424  0.09
C -0.0257 3.8578 2.9213  -0.34
O 0.7709 2.9135 2.6908  -0.20
H -1.6258 5.4714 1.8380  0.05
H -1.0364 3.6409 3.3076  0.14
H 1.7979 6.1013 1.6722  0.09
H -0.3947 6.7234 1.5200  0.10
H 2.5078 -0.4048 -3.3701  0.08
H 2.9283 -2.9272 -2.6629  0.09
C 3.2908 -0.2416 -2.6167  -0.01
C 3.4834 -2.5506 -1.7880  -0.05
N 3.1092 -1.1646 -1.5003  -0.16
H 3.2683 0.7943 -2.2754  0.09
C 2.4343 -0.8428 -0.3817  -0.26
O 1.9049 0.2773 -0.1756  -0.19
H 3.2627 -3.1786 -0.9189  0.08
H 2.4055 -1.6676 0.3619  0.14
H 4.2539 -0.4710 -3.0869  0.10
H 4.5556 -2.6156 -2.0305  0.10
O -0.5257 -0.6335 -3.4636  -0.15
C -1.4201 -1.7110 -3.0429  -0.24
C 0.2158 -2.7990 -1.4272  -0.08
C -1.0486 -2.2660 -1.6804  -0.19
H 0.9802 -2.7216 -2.2009  0.09
C 0.4496 -3.5541 -0.2746  -0.10
H -2.4336 -1.2856 -2.9875  0.14
C -2.0163 -2.2983 -0.6764  -0.11
H 1.3845 -4.1188 -0.1716  0.10
C -0.5420 -3.6512 0.7097  -0.10
C -1.7559 -2.9864 0.5221  -0.13
H -2.9536 -1.7763 -0.8547  0.11
H -0.3584 -4.2693 1.6044  0.10
H -2.5219 -3.0222 1.3024  0.10
Si -0.6744 0.8000 -4.1823  0.37
Cl -1.0906 0.0906 0.7515  0.22
C 1.0308 1.5118 -4.4726  -0.15
C -1.4505 2.0046 -2.9562  -0.17
C -1.8276 0.8162 -5.6455  -0.18
H 1.7319 0.7905 -4.9034  0.02
H 1.4448 1.8284 -3.4987  0.02
H 1.0493 2.3933 -5.1249  0.04
H -1.4336 0.2444 -6.4961  0.02
H -2.0339 1.8368 -6.0149  0.04
H -2.8188 0.4247 -5.3699  0.03
H -2.3068 1.5368 -2.4394  0.03
H -1.7908 2.9355 -3.4191  0.04
H -0.7247 2.2540 -2.1677  -0.03
N -1.9602 -1.4483 4.3611  0.13
N -0.6569 -1.0260 4.1164  -0.25
N 0.3437 -1.9113 3.8400  0.13
C 1.2624 -1.0989 3.3120  -0.20
N 0.7875 0.1478 3.0866  -0.06
N -0.4249 0.2066 3.6689  0.05
H -2.5746 -0.6435 4.2955  0.10
H -2.0153 -1.9247 5.2607  0.10
H 2.2645 -1.4111 3.0540  0.11



[4]
Formula: C5H18N2O4
Source: the OMol25 dataset
Level of theory: the ωB97M-V functional and the def2-TZVPD basis

Calculated values
SMILES	CCN(C)C(=O)CN.O.O.O
E_HOMO	-9.963	eV

Last column: Löwdin charge in e.
Atoms and positions in Å:
C 1.7768 1.1357 -0.4587  -0.07
C 0.8744 0.2565 0.3972  -0.22
N 0.3052 -0.8934 -0.3238  -0.14
C 1.3004 -1.8806 -0.7178  -0.06
C -0.6953 -0.6838 -1.2777  -0.45
O -0.7793 -1.4248 -2.2317  0.08
C -1.7956 0.3482 -1.0017  -0.17
N -1.4450 1.6280 -1.6228  0.01
H 1.2457 1.5800 -1.2976  0.06
H 2.1482 1.9835 0.1300  0.08
H 2.6546 0.6012 -0.8033  0.07
H 1.4054 -0.0981 1.2932  0.12
H 0.0593 0.8518 0.8104  0.08
H 1.8601 -1.5935 -1.6193  0.10
H 2.0212 -2.1072 0.0569  0.09
H 0.7992 -2.8256 -0.9657  0.10
H -2.7240 -0.0912 -1.3982  0.13
H -1.9085 0.4849 0.0815  0.10
H -1.0371 1.5073 -2.5423  0.09
H -2.2742 2.1983 -1.7429  0.09
O -1.5736 -1.6525 2.0293  -0.05
H -1.1110 -1.5298 1.1803  0.02
H -1.6343 -0.7375 2.3266  0.06
O 0.9067 -2.4216 2.8955  -0.06
H 0.9833 -2.2076 1.9714  -0.03
H -0.0547 -2.4589 3.0308  0.02
O -0.5274 3.2165 0.9603  -0.08
H -0.0454 4.0237 0.7417  0.04
H -0.7351 2.7905 0.0986  0.00



[5]
Formula: CNa6O3
Source: the OMol25 dataset
Level of theory: the ωB97M-V functional and the def2-TZVPD basis

Calculated values
spin multiplicity	2
⟨S²⟩	0.758
charge	+5
E_HOMO (alpha / beta)	-32.034 / -31.875	eV

Last column: Mulliken spin population.
Atoms and positions in Å:
Na 2.6702 -0.8564 1.4059  0.00
Na -0.9913 2.3242 1.6271  0.00
Na 1.4850 -0.5214 -2.4196  0.00
Na -1.5104 -2.1624 -1.2337  0.00
Na 1.5429 1.9158 -0.5868  0.00
Na -3.0674 0.7170 -0.9691  0.00
C -0.0333 -0.3720 0.5699  -0.05
O 0.5463 -1.2042 -0.1587  0.32
O -1.2577 -0.3257 0.6300  0.47
O 0.6158 0.4851 1.1351  0.27



[6]
Formula: C3H8O2S
Source: the OMol25 dataset
Level of theory: the ωB97M-V functional and the def2-TZVPD basis

Calculated values
SMILES	O=CCCS.O
E_HOMO	-9.151	eV

Last column: Löwdin charge in e.
Atoms and positions in Å:
O 3.0802 0.2408 0.8257  0.06
C 2.0707 0.5223 0.2412  -0.27
C 0.7032 0.0821 0.6934  -0.25
C -0.4137 0.8242 -0.0270  -0.61
S -2.0016 0.1411 0.4863  0.72
H 2.0546 1.1522 -0.6729  0.13
H 0.7024 0.1732 1.7797  0.12
H 0.6154 -0.9989 0.5151  0.12
H -0.3236 1.8962 0.1293  0.08
H -0.2587 0.6601 -1.0898  0.05
H -2.7565 1.1223 -0.0186  -0.15
O -0.5760 -1.5659 -2.0118  -0.07
H -0.0770 -1.7211 -2.8254  0.05
H -1.4725 -1.7502 -2.3252  0.05